# C3H12N2

A gas-phase ion, C3H12N2 (charge +2) at a distorted geometry (ωB97M-V/def2-TZVPD, the OMol25 dataset).

```
! RIJCOSX wB97M-V def2-TZVPD def2/J DEFGRID3
* xyz 2 1
N -1.8423 -1.0660 0.0027
C -1.2710 -0.0781 -1.0336
C -0.0635 0.7432 -0.4646
C 0.8010 -0.3071 0.1918
N 2.0864 0.8097 0.8455
H -2.8049 -1.3585 -0.2208
H -1.8721 -0.8460 1.0024
H -1.3870 -1.9842 -0.0673
H -0.9792 -0.7339 -1.8522
H -2.0913 0.5670 -1.3362
H -0.4357 1.4854 0.2326
H 0.5130 1.1908 -1.2737
H 0.5860 -0.5355 1.2332
H 1.3952 -1.0514 -0.3304
H 2.6193 1.2567 0.0940
H 1.8340 1.4490 1.6078
H 2.9120 0.4590 1.3689
*
```

Output
Relative energy (zero: lowest compared OMol25 entry of this formula, charge and spin)   176.2 kJ/mol

These are the Mulliken partial charges, in e, on atoms 1 to 4:
1 N -0.3781
2 C -0.6813
3 C -0.3344
4 C -0.3821

---

# C26H19AuF9NO3PSe

A molecular structure, C26H19AuF9NO3PSe at a distorted geometry (ωB97M-V/def2-TZVPD, the OMol25 dataset).

```
! RIJCOSX wB97M-V def2-TZVPD def2/J DEFGRID3
* xyz 1 3
Au 0.5027 0.8816 2.0008
C 2.0691 6.8166 -2.6810
C 2.1773 6.8177 -4.1340
C 3.3087 6.0885 -4.8502
O 1.2095 7.4220 -4.7937
C 3.9626 6.0070 1.5521
O 4.4612 6.7390 2.3498
O 3.4634 5.3957 0.6691
H 1.2581 7.4341 -2.2887
H 3.0057 7.0877 -2.1705
H 1.9523 5.7490 -2.4122
H 3.8508 5.5601 -4.0583
H 3.9299 6.8306 -5.3103
H 2.9651 5.3981 -5.5896
H 1.0845 7.2384 -5.7197
F -5.0211 1.9992 -2.2998
C -4.8757 0.5840 -2.3378
F -4.6550 0.2320 -3.6368
F -6.0985 0.0047 -1.9801
C -3.7328 0.0604 -1.5226
C -3.8156 -1.1925 -0.8749
C -2.8693 -1.6197 -0.0299
C -1.7613 -0.8154 0.2430
C -1.6473 0.3947 -0.3474
C -2.5777 0.8335 -1.3268
P -0.3451 -1.2290 1.3478
C -0.9801 -2.2945 2.5697
C -0.1093 -3.2955 3.0323
C -0.5614 -4.1969 4.0016
C -1.7767 -4.0413 4.6221
C -2.6171 -3.0211 4.1248
C -2.3059 -2.1852 3.0868
C -2.1335 -4.7659 5.8549
F -3.4623 -5.1416 5.8619
F -1.4008 -5.9374 5.9622
F -1.8819 -4.0078 6.9680
C 0.7484 -2.2181 0.3149
C 1.9692 -1.6773 -0.1209
C 2.8315 -2.3401 -1.0178
C 2.4042 -3.5920 -1.5238
C 1.1641 -4.1118 -1.1935
C 0.4167 -3.4803 -0.2365
C 3.1803 -4.2000 -2.6408
F 4.3901 -3.6156 -2.9468
F 3.4983 -5.4728 -2.3645
F 2.4741 -4.2321 -3.8575
H -4.6578 -1.8553 -0.9911
H -3.1046 -2.5871 0.4542
H -0.8814 1.0716 0.0047
H -2.3875 1.7717 -1.9249
H 0.8930 -3.3851 2.6772
H 0.1170 -5.0921 4.0433
H -3.6420 -2.9662 4.4287
H -3.0217 -1.4813 2.6207
H 2.2553 -0.7158 0.3784
H 3.7260 -1.8328 -1.3043
H 0.7587 -5.0008 -1.6715
H -0.5156 -3.9906 0.0425
Se 2.1087 2.4770 2.6709
C 0.7475 3.1767 3.7405
N -0.0450 3.5198 4.5354
*
```

Output
E   -5059.60479 Eh

These are the Mulliken partial charges, in e, on atoms 1 to 4:
1 Au 0.0225
2 C -0.9598
3 C 0.5161
4 C -1.0733

---

# C4H12O4

5 unconnected molecules or ions with the total composition C4H12O4 at a distorted geometry (ωB97M-V/def2-TZVPD, the OMol25 dataset).

```
! RIJCOSX wB97M-V def2-TZVPD def2/J DEFGRID3
* xyz 0 1
O 1.9088 -1.4093 1.4389
C -0.6382 -2.2090 -1.1503
O -1.7923 -1.8264 -1.6834
C -0.4095 -1.8102 0.4443
C 0.2529 -1.0857 -0.7879
C -0.2035 0.2984 -0.8647
H -0.3307 -3.2983 -1.3212
H 0.3607 -2.2673 1.0975
H -1.3502 -1.8596 0.9240
H -2.1293 0.4336 0.0340
H 1.3460 -1.3066 -0.9510
H -0.2392 0.7399 -1.8442
H 0.1057 1.0063 -0.0509
H -1.4057 0.2539 -0.5066
H 2.4628 -1.7184 2.0688
H 0.5677 2.9212 0.4158
O -0.5892 3.6051 -0.0857
H -0.7483 4.4814 0.2590
H 1.3982 2.5995 1.7945
O 1.4333 2.4517 0.7691
*
```

Output
Relative energy (zero: lowest compared OMol25 entry of this formula, charge and spin)   1554.8 kJ/mol

These are the Mulliken partial charges, in e, on atoms 1 to 4:
1 O -0.6506
2 C 0.3190
3 O -0.4631
4 C -0.6318

---

# CH6NPS

2 unconnected molecules or ions with the total composition CH6NPS at a distorted geometry (ωB97M-V/def2-TZVPD, the OMol25 dataset).

```
! RIJCOSX wB97M-V def2-TZVPD def2/J DEFGRID3
* xyz 0 1
N -2.6221 -1.8398 0.3839
P -3.1660 -0.6290 -0.2543
S -2.4032 1.4118 -0.0432
H -4.2574 -0.1817 -1.0941
H -1.8264 1.1185 1.0502
C 1.1057 -0.0274 0.3333
H 2.0507 0.2803 0.9977
H 1.7337 -0.3740 -0.5086
H 0.3934 0.7517 0.0568
H 0.3904 -0.8394 0.5792
*
```

Output
Relative energy (zero: lowest compared OMol25 entry of this formula, charge and spin)   345.0 kJ/mol

These are the Mulliken partial charges, in e, on atoms 1 to 4:
1 N -0.4167
2 P 0.3901
3 S -0.2922
4 H 0.1084

---

# C38H24ClN10O2Sm

A molecular structure, C38H24ClN10O2Sm at a distorted geometry (ωB97M-V/def2-TZVPD, the OMol25 dataset).

```
! RIJCOSX wB97M-V def2-TZVPD def2/J DEFGRID3
* xyz 0 6
Sm -0.0049 0.1662 0.1696
Cl -5.3353 0.6792 5.5245
C -4.0025 0.3306 4.4805
C -2.7526 0.0141 5.0585
C -1.6967 -0.2697 4.2376
C -1.8136 -0.2432 2.8236
O -0.8001 -0.5308 2.0892
C -3.1028 0.1001 2.2433
C -3.3747 0.1237 0.8504
N -2.5008 0.0350 -0.1415
C -2.9736 -0.0723 -1.4568
C -4.2969 0.0557 -1.8392
C -4.7159 -0.1451 -3.1629
C -3.8176 -0.4649 -4.1373
C -2.4458 -0.5454 -3.8163
C -1.4658 -0.7503 -4.8096
C -0.1437 -0.7157 -4.4790
C 0.1972 -0.4989 -3.1382
N -0.6862 -0.3469 -2.1753
C -2.0117 -0.3381 -2.4887
C -4.1759 0.3641 3.1236
H -2.6486 -0.0049 6.1344
H -0.7269 -0.5309 4.6432
H -4.4356 0.1863 0.6303
H -5.0543 0.3235 -1.1176
H -5.7657 -0.0322 -3.4015
H -4.1279 -0.6143 -5.1641
H -1.7848 -0.8997 -5.8343
H 0.6346 -0.8276 -5.2203
H 1.2440 -0.4593 -2.8531
H -5.1497 0.6051 2.7155
C -1.4873 -4.0077 -0.8837
C -0.5812 -4.5461 -1.7926
C 0.6718 -3.9899 -1.8884
C 1.0084 -2.8757 -1.1042
N 0.1105 -2.3281 -0.2658
C -1.0943 -2.9126 -0.1516
N 2.3051 -2.4236 -1.2501
C 2.8411 -1.3747 -0.7346
N 2.2941 -0.3364 -0.0047
C 3.3135 0.5277 0.3277
N 3.3059 1.6488 0.9660
C 2.2453 2.3250 1.5386
C 2.5325 3.6419 1.9313
C 1.5602 4.4132 2.5216
C 0.3041 3.8574 2.7391
C 0.0916 2.5637 2.3279
N 1.0230 1.8013 1.7327
C 4.5901 0.0285 -0.2354
C 5.8731 0.5358 -0.1980
C 6.8593 -0.1738 -0.8754
C 6.5588 -1.3508 -1.5587
C 5.2626 -1.8552 -1.5838
C 4.2932 -1.1401 -0.9111
H -2.4759 -4.4253 -0.7521
H -0.8513 -5.4017 -2.3992
H 1.4305 -4.3816 -2.5508
H -1.7651 -2.4730 0.5766
H 3.5318 4.0126 1.7526
H 1.7714 5.4323 2.8200
H -0.4903 4.4179 3.2117
H -0.8767 2.1036 2.4942
H 6.0925 1.4533 0.3337
H 7.8781 0.1938 -0.8743
H 7.3485 -1.8781 -2.0799
H 5.0111 -2.7666 -2.1113
N 2.2585 2.5735 -1.9019
C 0.9048 2.4760 -2.0016
O 0.2362 2.0968 -0.9834
C 0.3162 2.7572 -3.2466
C 1.1284 3.0926 -4.3580
N 1.8428 3.3268 -5.2358
C -1.0947 2.7584 -3.3921
N -2.2427 2.7605 -3.5152
H 2.7592 3.0376 -2.6432
H 2.6773 2.5837 -0.9873
*
```

Output
Relative energy (zero: lowest compared OMol25 entry of this formula, charge and spin)   0.0 kJ/mol

These are the Mulliken partial charges, in e, on atoms 1 to 4:
1 Sm 0.5942
2 Cl -0.2345
3 C 0.2708
4 C -0.6453

---

# C9H12S3

2 unconnected molecules or ions with the total composition C9H12S3 at a distorted geometry (ωB97M-V/def2-TZVPD, the OMol25 dataset).

```
! RIJCOSX wB97M-V def2-TZVPD def2/J DEFGRID3
* xyz 0 1
C 3.1675 1.0351 1.3173
C 2.3785 0.7082 2.4545
C 2.6621 0.8881 0.0438
C 1.0807 0.3616 2.2470
C 1.3530 0.5274 -0.2128
C 0.5312 0.3605 0.9291
C -1.6770 2.3097 -1.1259
C -0.4667 -3.0074 -0.1441
C -0.8526 0.1743 0.7491
S -0.5324 -3.6767 -1.7206
S -1.9897 -0.3442 2.0699
S -1.6570 0.5306 -0.7770
H 4.1854 1.3957 1.5216
H 2.7849 0.5772 3.4161
H 3.3060 1.1048 -0.7212
H 0.4051 0.0135 2.9704
H 1.0875 0.5780 -1.1952
H -2.2148 2.5709 -1.9911
H -0.6494 2.7168 -1.1206
H -2.2476 2.8661 -0.2012
H -0.7976 -1.9564 -0.0858
H -0.1061 -3.5149 0.7597
H 0.4033 -4.6756 -1.5075
H -2.9541 -0.7018 1.2996
*
```

Output
Relative energy (zero: lowest compared OMol25 entry of this formula, charge and spin)   66.1 kJ/mol

These are the Mulliken partial charges, in e, on atoms 1 to 4:
1 C -0.4123
2 C -0.6223
3 C -0.6538
4 C -0.6127

---

# C58H78O14

6 unconnected molecules or ions with the total composition C58H78O14 at a distorted geometry (ωB97M-V/def2-TZVPD, the OMol25 dataset).

```
! RIJCOSX wB97M-V def2-TZVPD def2/J DEFGRID3
* xyz 0 1
C 6.9514 -0.9077 1.9013
C 6.5521 -1.6040 0.5390
C 6.6026 -3.1943 0.6758
C 5.1587 -3.8208 0.5885
C 5.0857 -5.1132 -0.3233
C 3.7368 -5.1151 -1.1477
C 3.8082 -4.1315 -2.3743
C 2.3843 -3.4315 -2.5312
C 2.5460 -1.9369 -2.0792
C 1.1846 -1.1578 -1.8599
C -0.1091 -2.0314 -2.0410
C -1.3837 -1.0845 -2.0384
C -2.6985 -1.8250 -2.4969
C -3.6814 -2.1575 -1.2998
C -3.2544 -3.4426 -0.4962
O -4.1325 -4.5065 -0.9111
C -3.5866 -5.2606 -1.9994
C -3.3923 -3.2954 1.0706
C -3.7150 -4.7273 1.6521
C -3.4650 -4.8776 3.1959
C -4.7002 -4.4401 4.0828
O -5.8124 -5.3076 3.8513
O -2.1763 -2.8062 1.6703
C -2.3445 -1.4079 2.0224
C -3.1527 -1.2654 3.3883
C -0.9137 -0.8123 2.2676
C -0.5126 0.3795 1.3191
C -1.6585 1.4043 1.0058
C -1.0252 2.5161 0.0571
C -1.9036 3.8193 -0.0519
O -1.1716 4.9476 0.4772
C -0.9638 4.7144 1.8896
H 6.5625 -1.4910 2.7720
H 6.5281 0.1222 1.9550
H 8.0585 -0.8109 2.0089
H 5.5226 -1.2495 0.2788
H 7.2751 -1.3117 -0.2631
H 7.2785 -3.5718 -0.1232
H 7.0407 -3.4044 1.6820
H 4.7772 -4.0614 1.6134
H 4.4701 -3.0646 0.1462
H 5.1668 -6.0424 0.2956
H 5.9259 -5.0830 -1.0594
H 2.9049 -4.9132 -0.4362
H 3.5747 -6.1487 -1.5423
H 4.1131 -4.6490 -3.3154
H 4.5810 -3.3432 -2.1637
H 1.6628 -4.0132 -1.9235
H 2.0936 -3.4062 -3.6130
H 3.1300 -1.8749 -1.1220
H 3.1363 -1.3708 -2.8397
H 1.0728 -0.2579 -2.5137
H 1.1857 -0.7837 -0.8075
H -0.2064 -2.6918 -1.1433
H -0.1364 -2.6066 -2.9927
H -1.5066 -0.5442 -1.0701
H -1.1794 -0.2962 -2.8153
H -3.2468 -1.2289 -3.2702
H -2.3832 -2.7930 -2.9586
H -3.7724 -1.2291 -0.6872
H -4.6951 -2.3386 -1.7449
H -2.1766 -3.6702 -0.6985
H -2.6293 -4.8638 -2.4001
H -3.4796 -6.3227 -1.6437
H -4.3577 -5.3033 -2.8140
H -4.2754 -2.6525 1.3317
H -4.8105 -4.9034 1.4920
H -3.1307 -5.5396 1.1494
H -3.3390 -5.9776 3.3967
H -2.5400 -4.3871 3.5708
H -4.3626 -4.5151 5.1525
H -4.9644 -3.3683 3.9207
H -5.4631 -6.0577 3.3580
H -2.9011 -0.9473 1.1791
H -3.0839 -2.2405 3.9335
H -4.2167 -0.9726 3.2298
H -2.6968 -0.5062 4.0665
H -0.7156 -0.4978 3.3152
H -0.1883 -1.6447 2.0538
H 0.2903 0.9553 1.8578
H -0.0660 0.0710 0.3472
H -2.1439 1.8373 1.9103
H -2.4582 0.9266 0.3773
H -1.0147 2.0563 -0.9682
H 0.0363 2.7107 0.3426
H -2.0861 4.0369 -1.1349
H -2.8986 3.6863 0.4380
H -0.7389 5.6993 2.3733
H -0.0740 4.0694 2.0863
H -1.9128 4.2696 2.2756
O -0.9322 -11.0716 -3.3638
C -0.4511 -10.0138 -3.0145
C -0.5782 -9.5356 -1.6197
C -0.0515 -8.3728 -1.2377
C 0.6833 -7.5123 -2.1911
O 1.1648 -6.4534 -1.8419
C 0.8105 -7.9901 -3.5854
C 0.2840 -9.1527 -3.9677
H -1.1183 -10.1783 -0.9361
H -0.1347 -8.0061 -0.2223
H 1.3508 -7.3470 -4.2689
H 0.3673 -9.5191 -4.9830
O -0.2573 4.0383 -4.4582
C 0.1772 5.1300 -4.1438
C 0.0376 5.6448 -2.7654
C 0.5112 6.8411 -2.4204
C 1.2007 7.7051 -3.4054
O 1.6363 8.7950 -3.0946
C 1.3411 7.1902 -4.7870
C 0.8660 5.9935 -5.1293
H -0.4660 5.0015 -2.0587
H 0.4159 7.2320 -1.4166
H 1.8471 7.8354 -5.4944
H 0.9598 5.5998 -6.1337
O -0.7921 8.5447 -0.5320
C -1.9153 8.7604 -0.1166
C -2.7414 7.6933 0.4963
C -3.9690 7.9475 0.9481
C -4.5592 9.3000 0.8589
O -5.6785 9.5289 1.2735
C -3.7354 10.3653 0.2460
C -2.5075 10.1147 -0.2060
H -2.2989 6.7049 0.5569
H -4.5860 7.1800 1.3982
H -4.1832 11.3495 0.1880
H -1.8897 10.8820 -0.6556
O -8.4910 4.8232 6.3621
C -7.6467 4.8814 5.4933
C -7.9910 5.2902 4.1133
C -7.0629 5.3515 3.1595
C -5.6501 5.0153 3.4405
O -4.8031 5.0737 2.5695
C -5.3051 4.6068 4.8196
C -6.2327 4.5452 5.7737
H -9.0292 5.5333 3.9263
H -7.2958 5.6479 2.1445
H -4.2665 4.3640 5.0063
H -5.9995 4.2493 6.7886
O 11.6943 2.9895 -2.0404
C 10.6910 2.8032 -1.3833
C 9.3503 3.1255 -1.9203
C 8.2497 2.9226 -1.1974
C 8.3217 2.3653 0.1715
O 7.3187 2.1785 0.8289
C 9.6620 2.0429 0.7086
C 10.7627 2.2457 -0.0142
H 9.3167 3.5316 -2.9233
H 7.2607 3.1528 -1.5729
H 9.6954 1.6366 1.7117
H 11.7516 2.0154 0.3614
*
```

Output
E   -3309.88007 Eh

These are the Mulliken partial charges, in e, on atoms 1 to 4:
1 C -1.1628
2 C -0.0455
3 C -0.8081
4 C 0.2547

---

# C45H64GeN4OsP3S2

A molecular structure, C45H64GeN4OsP3S2 (ωB97M-V/def2-TZVPD, the OMol25 dataset).

```
! RIJCOSX wB97M-V def2-TZVPD def2/J DEFGRID3
* xyz 2 6
Os 1.5858 -1.7795 -1.4463
C -0.8037 -1.9456 -5.4033
C 0.6162 -2.0952 -4.8535
C 0.8973 -3.5354 -4.4113
P 1.1092 -0.8563 -3.5476
C -0.4823 0.0624 -3.0964
N -0.4364 1.0334 -2.0144
Ge 0.1154 1.0484 0.3116
N -0.3251 1.4984 2.2929
C 0.2678 1.0404 3.5724
P 1.4492 -0.4026 3.6363
C 0.7732 -1.0998 5.2073
C 1.7824 -2.0600 5.8353
C -0.5455 -1.8265 4.9223
C 3.0137 0.4180 4.2060
C 4.1913 -0.4836 3.8154
C 3.2022 1.8256 3.6326
C -1.3534 2.3782 2.4134
C -1.7366 2.9910 3.6471
C -2.8215 3.8228 3.7162
C -3.6040 4.0577 2.5801
C -3.2514 3.4963 1.3627
C -2.1169 2.7194 1.2554
N -1.7247 2.1010 -0.0170
C -1.5255 2.9544 -1.1950
C -1.9517 4.2540 -1.3311
C -1.7952 4.9052 -2.5533
C -1.2399 4.2440 -3.6476
C -0.8133 2.9426 -3.5170
C -0.9061 2.2782 -2.2741
C -2.7279 1.0387 -0.2785
C -3.9760 1.3177 -0.8137
C -4.9538 0.3442 -0.7990
C -4.6641 -0.8788 -0.1964
C -3.3984 -1.1631 0.2792
C -2.3564 -0.2240 0.1785
N -1.0325 -0.4609 0.4772
C -0.6577 -1.7687 1.0255
P 0.0292 -3.0143 -0.1806
C 0.8622 -4.1772 1.0049
C 2.2561 -3.6678 1.3773
C 0.9516 -5.5939 0.4279
C -1.3477 -4.0075 -0.8780
C -2.2623 -4.6199 0.1930
C -2.1413 -3.2565 -1.9489
C 2.0948 0.3272 -4.5569
C 1.3977 0.8001 -5.8340
C 2.6306 1.4947 -3.7336
H -0.9407 -2.6406 -6.2340
H -1.5556 -2.1916 -4.6509
H -1.0142 -0.9443 -5.7814
H 1.3198 -1.8803 -5.6607
H 0.2095 -3.8622 -3.6362
H 0.7880 -4.2098 -5.2643
H 1.9115 -3.6495 -4.0260
H -0.9632 0.4762 -3.9826
H -1.1067 -0.7584 -2.7378
H 0.7600 1.9035 4.0267
H -0.5573 0.7606 4.2202
H 0.5955 -0.2735 5.9063
H 2.0422 -2.8622 5.1388
H 2.7016 -1.5616 6.1426
H 1.3481 -2.5218 6.7236
H -0.3567 -2.7364 4.3449
H -1.0248 -2.1219 5.8575
H -1.2670 -1.2236 4.3634
H 2.9600 0.4889 5.2962
H 4.3433 -0.4559 2.7318
H 5.1098 -0.1363 4.2933
H 4.0386 -1.5249 4.1032
H 2.9192 1.8804 2.5804
H 2.6351 2.5832 4.1777
H 4.2546 2.1116 3.6969
H -1.1643 2.8152 4.5418
H -3.0814 4.2849 4.6606
H -4.4897 4.6767 2.6446
H -3.8885 3.6542 0.5050
H -2.3872 4.7898 -0.5025
H -2.1219 5.9328 -2.6492
H -1.1343 4.7538 -4.5962
H -0.3418 2.4483 -4.3504
H -4.1817 2.2950 -1.2383
H -5.9293 0.5405 -1.2228
H -5.4385 -1.6326 -0.1130
H -3.2097 -2.1274 0.7203
H 0.1587 -1.6499 1.7389
H -1.4879 -2.1957 1.5885
H 0.2564 -4.1902 1.9164
H 2.8674 -3.5004 0.4881
H 2.2225 -2.7425 1.9542
H 2.7735 -4.4184 1.9802
H 1.4661 -5.5945 -0.5379
H 1.5321 -6.2221 1.1054
H -0.0211 -6.0659 0.2988
H -0.8115 -4.8145 -1.3834
H -3.1340 -3.9895 0.3690
H -2.6373 -5.5878 -0.1445
H -1.7643 -4.7831 1.1503
H -2.6334 -2.3700 -1.5478
H -1.5050 -2.9458 -2.7730
H -2.9187 -3.9069 -2.3570
H 2.9404 -0.3005 -4.8580
H 0.5698 1.4773 -5.6264
H 2.1160 1.3561 -6.4396
H 1.0217 -0.0151 -6.4494
H 1.8242 2.0701 -3.2671
H 3.2954 1.1529 -2.9456
H 3.1898 2.1761 -4.3793
S 3.5061 1.0893 -0.2922
C 2.6015 2.5900 -0.1296
C 3.3959 3.7375 -0.2353
C 2.8445 4.9845 -0.0344
C 1.5051 5.0931 0.3203
C 0.7285 3.9544 0.4146
C 1.2409 2.6720 0.1458
S 2.0967 -0.2702 0.3421
H 4.4553 3.6360 -0.4458
H 3.4653 5.8691 -0.1146
H 1.0729 6.0625 0.5375
H -0.2907 4.0848 0.7385
*
```

Output
E   -5959.62172 Eh

These are the Mulliken partial charges, in e, on atoms 1 to 4:
1 Os -0.0818
2 C -1.4380
3 C 0.6024
4 C -1.6776